Record 1
Here is 2 unconnected molecules or ions with the total composition C27H54BrClIN3O5P in a non-equilibrium geometry from the Open Molecules 2025 dataset. Energies are from wB97M-V/def2-TZVPD.

Each line ends with the Mulliken charge.
CARTESIAN COORDINATES (ANGSTROEM)
C (5.0548, -2.0008, -1.1596)  -1.00
C (4.8420, -0.6214, -1.8745)  -0.61
C (3.3851, -0.0775, -1.8005)  -0.29
O (2.8781, -0.0535, -0.4647)  -0.08
C (1.7960, 0.9086, -0.4288)  -1.52
N (0.9229, 0.7805, 0.7584)  1.75
C (0.9750, -0.6593, 1.2484)  -1.16
C (0.4620, -1.8515, 0.4075)  -0.77
C (0.8041, -2.1332, -1.0725)  0.77
C (-0.1398, -3.3137, -1.5828)  -1.27
N (-1.4949, -2.8563, -1.9564)  -0.56
C (-0.5451, 1.1454, 0.6104)  1.36
C (-1.1035, 1.1981, -0.8794)  -0.65
I (-0.5938, 2.8046, -2.1870)  0.11
C (-2.6366, 0.7952, -0.9876)  0.46
C (-2.8864, 0.0846, -2.4010)  -1.49
C (-1.1977, 2.1362, 1.6782)  1.55
Br (-2.3780, 3.5552, 0.8687)  -0.02
C (-1.9647, 1.4056, 2.8478)  -1.54
C (-3.2444, 0.5716, 2.6815)  0.07
C (-4.5034, 1.1928, 1.9655)  -1.18
Cl (-3.0034, -1.2060, 2.2196)  -0.22
C (-0.1770, 3.0941, 2.5377)  -2.59
O (-0.6997, 4.4069, 2.7532)  -0.56
C (1.3182, 3.0877, 2.0198)  2.46
C (1.4462, 4.0732, 0.8259)  -0.08
C (1.6372, 5.6193, 1.1843)  -1.51
P (2.2657, 3.7814, 3.5378)  0.20
C (3.9777, 4.3647, 3.1508)  -1.15
C (2.2696, 2.6052, 4.9810)  -1.01
C (1.6084, 1.5608, 1.8650)  -1.27
C (3.1483, 1.3793, 2.0366)  0.14
O (3.5641, 0.6301, 2.9442)  -0.78
O (4.0197, 1.9165, 1.2595)  -0.73
H (4.6518, -2.8287, -1.7986)  0.25
H (6.1512, -2.2134, -1.0564)  0.36
H (4.6230, -1.9880, -0.1334)  0.21
H (5.5789, 0.1256, -1.4920)  0.35
H (5.0716, -0.7757, -2.9631)  0.35
H (3.3852, 0.9514, -2.2608)  0.26
H (2.7553, -0.7119, -2.4912)  0.24
H (2.3407, 1.8891, -0.5104)  0.01
H (1.3657, 0.7510, -1.4433)  1.14
H (0.3527, -0.7115, 2.1869)  0.32
H (1.9864, -0.9369, 1.6463)  0.99
H (-0.6672, -1.8912, 0.4979)  0.22
H (0.7712, -2.7745, 0.9746)  0.31
H (1.8415, -2.5648, -1.1321)  0.10
H (0.7774, -1.2969, -1.8041)  -0.12
H (-0.2749, -3.9684, -0.6766)  0.38
H (0.3566, -3.9411, -2.3585)  0.45
H (-1.4417, -2.3316, -2.8293)  0.37
H (-1.8764, -2.2511, -1.2304)  0.19
H (-1.1066, 0.2161, 0.9260)  -1.69
H (-0.6562, 0.2742, -1.3418)  0.04
H (-2.9318, 0.0453, -0.2199)  -0.29
H (-3.3124, 1.6738, -0.9885)  0.45
H (-3.4234, 0.8220, -3.0565)  0.37
H (-1.9404, -0.1625, -2.9346)  0.31
H (-3.5825, -0.7866, -2.3099)  0.30
H (-2.1736, 2.1978, 3.6171)  0.73
H (-1.1834, 0.7590, 3.3440)  0.27
H (-3.6281, 0.4427, 3.7316)  0.56
H (-4.5937, 2.2912, 2.1558)  0.31
H (-5.4079, 0.7507, 2.4674)  0.43
H (-4.6016, 0.9198, 0.8955)  0.15
H (-0.0811, 2.7039, 3.5921)  1.07
H (-0.9720, 4.5058, 3.6767)  0.45
H (0.4621, 4.0731, 0.2828)  -0.14
H (2.3030, 3.8967, 0.1253)  0.20
H (2.7205, 5.9021, 1.2124)  0.36
H (1.1371, 5.9297, 2.1210)  0.28
H (1.2000, 6.2405, 0.3562)  0.40
H (4.2140, 4.5316, 2.0795)  0.37
H (4.1921, 5.2600, 3.7917)  0.35
H (4.7052, 3.5786, 3.5022)  0.36
H (1.5418, 1.7548, 4.8827)  0.26
H (3.2802, 2.1189, 5.0328)  0.34
H (2.1015, 3.0949, 5.9684)  0.38
H (1.1836, 1.1185, 2.8099)  0.22
C (-2.8340, -7.2298, -3.5918)  -0.93
C (-2.9505, -6.2312, -4.6949)  0.49
O (-2.6392, -6.3920, -5.8339)  -0.43
N (-3.4174, -4.8613, -4.4033)  0.01
C (-4.9095, -4.7722, -4.3211)  -0.83
H (-3.1287, -8.2089, -3.9647)  0.35
H (-1.8021, -7.2560, -3.2381)  0.31
H (-3.4892, -6.9644, -2.7602)  0.32
H (-2.9974, -4.5426, -3.5213)  0.24
H (-3.0817, -4.3170, -5.2027)  0.38
H (-5.1641, -3.7580, -4.0208)  0.33
H (-5.2662, -5.4813, -3.5768)  0.36
H (-5.3227, -4.9937, -5.3030)  0.36

Properties
* frontier orbital gap: 4.682 eV
* multiplicity: 1
* E: -5274.417545 Ha
* charge: +1

Record 2
Here is a molecular structure, C27H54Cl2FeN3O4Si2 in a non-equilibrium geometry from the Open Molecules 2025 dataset. Energies are from wB97M-V/def2-TZVPD.

Each line ends with the Mulliken spin population.
CARTESIAN COORDINATES (ANGSTROEM)
C (2.8657, -2.5030, -3.4525)  0.00
C (2.2355, -1.7612, -4.5893)  0.00
H (2.6686, -3.5799, -3.5429)  0.00
H (2.4748, -2.1294, -2.4978)  0.00
H (3.9611, -2.3708, -3.4531)  0.00
C (2.2256, -2.2354, -5.8539)  0.00
C (2.7257, -3.5756, -6.2504)  0.00
H (1.8724, -1.6093, -6.6706)  0.00
H (2.3392, -4.3692, -5.6012)  0.00
H (3.8214, -3.6601, -6.2320)  0.00
H (2.4148, -3.7857, -7.2789)  0.00
Fe (1.6518, 0.4045, 1.0888)  4.16
Cl (3.6062, 0.8048, 0.1806)  0.17
C (0.0048, 3.1368, 0.5487)  -0.01
O (0.0627, 1.9053, 0.7962)  0.02
N (-1.1582, 3.7792, 0.3757)  0.00
C (-2.4100, 3.0587, 0.6049)  0.00
C (-1.1744, 4.9947, -0.4287)  0.00
H (0.8998, 3.7737, 0.4606)  0.00
H (-2.4453, 2.6808, 1.6336)  0.00
H (-2.5229, 2.2088, -0.0854)  0.00
H (-3.2142, 3.7804, 0.4370)  0.00
H (-0.3006, 5.6028, -0.1621)  0.00
H (-2.1050, 5.5361, -0.2326)  0.00
H (-1.1151, 4.7677, -1.5070)  0.00
H (-4.4459, 2.2833, 6.2047)  0.00
H (-2.3477, 1.5455, 8.2550)  0.00
C (-4.3183, 1.1986, 6.0926)  0.00
C (-2.5705, 0.5956, 7.7433)  0.00
N (-2.9501, 0.8051, 6.3514)  0.00
H (-4.6008, 0.9097, 5.0797)  0.00
C (-2.0433, 0.8148, 5.3468)  0.00
O (-2.3164, 1.0314, 4.1614)  0.00
H (-1.6805, -0.0421, 7.7926)  0.00
H (-1.0075, 0.6022, 5.7046)  0.00
H (-4.9500, 0.7026, 6.8321)  0.00
H (-3.4059, 0.1129, 8.2642)  0.00
H (-0.3253, -4.3264, 2.5576)  0.00
H (-0.1969, -3.7937, -0.0777)  0.00
C (-1.2980, -4.7679, 2.2845)  0.00
C (-1.2025, -4.2391, -0.1278)  0.01
N (-1.8799, -4.0773, 1.1440)  0.00
H (-1.9814, -4.6767, 3.1358)  0.00
C (-2.9008, -3.1895, 1.2919)  0.00
O (-3.3836, -2.4908, 0.3996)  0.00
H (-1.7870, -3.7534, -0.9119)  0.00
H (-3.2821, -3.1567, 2.3351)  0.00
H (-1.1372, -5.8293, 2.0442)  0.00
H (-1.0890, -5.3118, -0.3416)  0.00
O (0.7951, -0.5203, -3.1227)  0.01
C (1.6733, -0.3870, -4.2360)  0.00
C (-0.0374, -0.1112, -6.1212)  0.00
C (1.0546, 0.3769, -5.3997)  0.00
H (-0.4769, -1.0738, -5.8462)  0.00
C (-0.5333, 0.6336, -7.2050)  0.00
H (2.5336, 0.1759, -3.8367)  0.00
C (1.6573, 1.5845, -5.7640)  0.00
H (-1.4038, 0.2551, -7.7344)  0.00
C (0.0961, 1.8181, -7.5957)  0.00
C (1.2025, 2.2840, -6.8843)  0.00
H (2.4931, 1.9464, -5.1614)  0.00
H (-0.2803, 2.3670, -8.4606)  0.00
H (1.7130, 3.1941, -7.1987)  0.00
Si (-0.6786, 0.0775, -2.6015)  0.01
Cl (0.6136, -1.5572, 1.5925)  0.18
C (-2.0921, -0.7639, -3.4832)  0.00
C (-0.7490, 1.9095, -2.9081)  0.00
C (-0.7804, -0.4994, -0.8705)  0.03
H (-2.2884, -0.3660, -4.4866)  0.00
H (-2.9832, -0.6025, -2.8564)  0.00
H (-1.9145, -1.8458, -3.5501)  0.00
H (-0.5043, -1.5572, -0.8085)  0.00
H (-1.7590, -0.3673, -0.3988)  0.00
H (-0.0452, 0.0862, -0.2911)  -0.04
H (-0.7168, 2.1327, -3.9845)  0.00
H (0.0803, 2.4474, -2.4315)  0.00
H (-1.6972, 2.2994, -2.5103)  0.00
C (1.5406, -0.0658, 5.8918)  0.02
Si (2.5677, 0.6232, 4.4538)  -0.03
C (3.6054, 2.0147, 5.2436)  0.01
C (3.8242, -0.5930, 3.7750)  0.01
C (1.4921, 1.2031, 3.0448)  0.48
H (2.2009, -0.4655, 6.6771)  0.00
H (0.8735, -0.8787, 5.5667)  0.00
H (0.9270, 0.7231, 6.3620)  0.00
H (4.3158, 1.5955, 5.9766)  0.00
H (4.1933, 2.5460, 4.4793)  0.00
H (2.9803, 2.7450, 5.7803)  0.00
H (3.4282, -1.6164, 3.7953)  0.00
H (4.0708, -0.3249, 2.7341)  0.00
H (4.7473, -0.5614, 4.3719)  0.00
H (0.4097, 1.0098, 3.2193)  -0.04
H (1.5670, 2.3067, 2.9340)  0.00

Properties
* frontier orbital gap (alpha / beta): 8.749 / 8.029 eV
* multiplicity: 6
* E: -4289.608926 Ha

What is the multiplicity in the second record?
6

Look up the multiplicity of the second one.
6